1.
DFT (wB97M-V/def2-TZVPD) results for a 2-piece molecular cluster, C9H13NO overall at a distorted geometry.

Multiplicity   1
HOMO level   -8.6 eV
LUMO energy   0.84 eV
Gap between HOMO and LUMO   9.5 eV
SMILES string   Cc1ccccc1.CC(N)=O

Last column: natural (NBO) charge in e.
Cartesian coordinates (Å):
C (-3.07255, -0.01493, -0.32147)  -0.64
C (0.51597, -1.87754, 1.24072)  -0.18
C (-0.19816, -0.88759, 1.93429)  -0.20
C (0.05955, -2.23050, 0.00709)  -0.21
C (-1.22415, -0.23893, 1.27314)  -0.22
C (-1.01295, -1.59936, -0.62407)  -0.21
C (-1.80666, -0.68202, 0.06206)  -0.03
H (1.36220, -2.36248, 1.70221)  0.21
H (0.21652, -0.48584, 2.84804)  0.21
H (0.58206, -2.92993, -0.63985)  0.21
H (-1.75057, 0.51888, 1.85090)  0.20
H (-1.23820, -1.78914, -1.66816)  0.21
H (-3.32420, 0.96866, 0.08192)  0.22
H (-3.93853, -0.51889, 0.15379)  0.23
H (-3.28532, -0.01926, -1.39245)  0.22
C (0.49772, 2.36801, -0.33180)  -0.72
C (1.63961, 1.43861, -0.69764)  0.69
O (1.95408, 0.37487, -0.22643)  -0.60
N (2.45282, 2.04582, -1.65179)  -0.85
H (3.24445, 1.60366, -2.11001)  0.40
H (2.10341, 2.83648, -2.18690)  0.38
H (0.41684, 3.21315, -0.99280)  0.21
H (0.79928, 2.63013, 0.69569)  0.24
H (-0.45217, 1.87754, -0.16084)  0.25

---

2.
DFT (wB97M-V/def2-TZVPD) results for a 6-piece molecular cluster, C19H41ClN7O13PS overall at a distorted geometry.

Multiplicity   1
HOMO level   -9.2 eV
LUMO energy   -1.25 eV
Gap between HOMO and LUMO   7.9 eV
SMILES string   NP(O)[C@H]1OS(=O)(=O)O[C@@]1(CC(=O)Cl)ON=O.CNC(C)=O.CNC(C)=O.CNC(C)=O.CNC(C)=O.CNC(C)=O

Last column: Löwdin charge in e.
Cartesian coordinates (Å):
N (-0.59857, 3.43488, 0.41308)  -0.19
P (-1.62216, 2.45986, 1.49960)  0.95
O (-1.48225, 3.21832, 3.07609)  -0.35
C (-0.96740, 0.68435, 1.75153)  -0.33
O (-2.21460, -0.06759, 2.11396)  -0.27
S (-3.00922, -0.58262, 0.69406)  0.90
O (-4.05230, 0.42677, 0.07872)  -0.34
O (-3.84417, -1.91401, 0.74344)  -0.29
O (-1.61334, -0.54255, -0.31279)  -0.22
C (-0.40541, -0.18486, 0.48055)  -0.34
C (0.23998, -1.69228, 0.78468)  -0.02
C (0.28877, -2.07630, 2.37817)  -0.57
O (-0.71285, -2.85618, 2.87218)  -0.08
Cl (1.60709, -1.58201, 3.58962)  0.58
O (0.69303, 0.39853, -0.35839)  -0.08
N (0.17721, 1.05662, -1.41710)  0.00
O (0.35102, 0.39609, -2.45763)  0.06
H (0.41090, 3.41798, 0.68885)  0.04
H (-0.99240, 4.42104, 0.47020)  0.05
H (-0.49150, 3.39584, 3.22286)  0.07
H (-0.13847, 0.67297, 2.57823)  0.14
H (-0.33951, -2.50230, 0.12707)  0.16
H (1.35619, -1.71317, 0.36286)  0.15
C (1.95636, 0.99456, -5.16288)  -0.02
C (2.76000, 2.10970, -5.77119)  -0.55
O (3.84362, 2.46092, -5.30861)  0.02
N (2.25641, 2.74057, -6.86992)  -0.01
C (1.01516, 2.48185, -7.55962)  -0.08
H (2.48875, 0.59223, -4.29583)  0.08
H (0.98660, 1.37135, -4.82800)  0.07
H (1.82302, 0.18951, -5.88988)  0.09
H (2.85613, 3.47892, -7.21944)  0.14
H (1.25067, 2.22658, -8.59577)  0.08
H (0.42101, 3.39883, -7.54251)  0.08
H (0.44652, 1.67036, -7.10426)  0.08
C (2.90966, -6.38504, 1.86638)  -0.02
C (2.57586, -5.36261, 0.81633)  -0.55
O (3.22588, -4.32757, 0.68316)  0.01
N (1.51577, -5.60679, -0.00550)  0.00
C (0.63412, -6.74958, -0.01278)  -0.08
H (3.77779, -6.04798, 2.44071)  0.08
H (2.06762, -6.50568, 2.55264)  0.09
H (3.15753, -7.33911, 1.39445)  0.07
H (1.35623, -4.87177, -0.68468)  0.14
H (0.69579, -7.21820, -0.99808)  0.08
H (-0.38531, -6.39154, 0.15071)  0.08
H (0.89173, -7.47973, 0.75516)  0.08
C (-5.58527, 4.04038, 2.22339)  -0.01
C (-4.54647, 5.02010, 2.69291)  -0.53
O (-3.67314, 5.45427, 1.94434)  -0.01
N (-4.58887, 5.42932, 3.99274)  0.01
C (-5.52353, 5.04249, 5.02235)  -0.08
H (-5.41933, 3.81138, 1.16645)  0.09
H (-5.50873, 3.11129, 2.79389)  0.09
H (-6.58319, 4.47303, 2.33008)  0.09
H (-3.85660, 6.08824, 4.23063)  0.14
H (-6.02290, 5.94533, 5.38253)  0.08
H (-4.95717, 4.59462, 5.84261)  0.08
H (-6.26884, 4.33202, 4.66325)  0.08
C (5.86230, -10.49427, 2.70460)  -0.01
C (5.50684, -9.06488, 2.40478)  -0.54
O (4.81764, -8.38999, 3.16709)  0.02
N (5.97163, -8.51556, 1.24675)  0.00
C (6.78723, -9.13256, 0.22821)  -0.08
H (5.41910, -10.78742, 3.66101)  0.09
H (5.46603, -11.15008, 1.92522)  0.09
H (6.94725, -10.60237, 2.77958)  0.09
H (5.68927, -7.55084, 1.11799)  0.14
H (7.70670, -8.54986, 0.13205)  0.09
H (6.23751, -9.09313, -0.71541)  0.08
H (7.03469, -10.16834, 0.46305)  0.08
C (-3.05892, 7.22309, -0.28310)  -0.03
C (-2.25529, 8.33822, -0.89140)  -0.55
O (-1.17166, 8.68944, -0.42882)  0.01
N (-2.75887, 8.96909, -1.99014)  -0.01
C (-4.00013, 8.71037, -2.67984)  -0.09
H (-2.52653, 6.82075, 0.58396)  0.06
H (-4.02868, 7.59987, 0.05179)  0.09
H (-3.19227, 6.41803, -1.01010)  0.09
H (-2.15915, 9.70744, -2.33965)  0.14
H (-3.76461, 8.45510, -3.71598)  0.08
H (-4.59427, 9.62735, -2.66273)  0.08
H (-4.56876, 7.89888, -2.22447)  0.08

---

3.
DFT (wB97M-V/def2-TZVPD) results for C29H20Cl4N3NaO5S as an isolated structure at a distorted geometry.

Multiplicity   1
HOMO level   -1.3 eV
LUMO energy   3.74 eV
Gap between HOMO and LUMO   5.0 eV
Charge   -2

Last column: natural (NBO) charge in e.
Cartesian coordinates (Å):
Na (-0.09263, -0.15765, -2.96462)  0.94
O (1.80795, -0.47211, -1.84202)  -0.78
C (2.28549, 0.72978, -1.12195)  0.09
C (1.37344, 1.97459, -1.32634)  0.77
O (1.34890, 2.80580, -0.38953)  -0.75
O (0.68208, 1.89602, -2.38033)  -0.81
C (3.63867, 1.05644, -1.76961)  -0.01
C (4.48852, 0.09014, -2.23435)  -0.18
C (5.79814, 0.39090, -2.65628)  -0.25
C (6.09349, 1.73519, -2.77654)  -0.22
C (5.19496, 2.73484, -2.42019)  -0.23
C (3.97002, 2.37020, -1.88808)  -0.19
C (2.42375, 0.27777, 0.28241)  -0.06
C (1.23478, -0.03414, 0.94032)  -0.16
C (1.26030, -0.29703, 2.26945)  -0.16
C (2.43767, -0.24352, 2.99162)  -0.25
C (3.59988, 0.03686, 2.33955)  -0.23
C (3.59945, 0.35214, 1.00502)  -0.21
H (1.29599, -1.04585, -1.24460)  0.51
H (4.08122, -0.90307, -2.42731)  0.23
H (6.39085, -0.43918, -3.01107)  0.21
H (7.12409, 2.10187, -3.04974)  0.19
H (5.48760, 3.74485, -2.50729)  0.20
H (3.24364, 3.15696, -1.71958)  0.24
H (0.24303, -0.11415, 0.36776)  0.26
H (0.32857, -0.50960, 2.76101)  0.21
H (2.57840, -0.28709, 4.09053)  0.20
H (4.47444, 0.17515, 2.95482)  0.19
H (4.53797, 0.68170, 0.44797)  0.21
Cl (-2.94314, -5.65625, 0.51472)  -0.08
C (-2.24797, -4.57706, -0.73427)  -0.10
C (-2.65069, -4.82509, -2.00792)  -0.13
Cl (-3.64072, -6.17455, -2.45584)  -0.03
C (-2.38395, -3.86299, -3.01408)  -0.20
Cl (-2.60661, -4.20680, -4.71168)  -0.05
C (-1.62910, -2.67024, -2.77167)  0.29
O (-1.33587, -1.85349, -3.71464)  -0.83
C (-1.26185, -2.35156, -1.37505)  0.37
O (-0.77294, -1.15539, -1.17655)  -0.89
C (-1.57183, -3.39166, -0.40678)  -0.25
Cl (-0.81619, -3.30252, 1.15057)  -0.04
C (-0.68757, 3.97180, 1.96912)  -0.41
N (-1.60020, 2.98287, 1.44078)  -0.37
C (-1.66987, 2.54643, 0.13878)  -0.05
C (-2.56390, 1.50359, 0.09056)  -0.09
N (-3.00364, 1.34345, 1.45403)  -0.41
C (-2.36263, 2.20245, 2.26937)  0.27
S (-2.43382, 2.18383, 3.93798)  -0.37
C (-3.81218, 0.28351, 1.86568)  0.37
C (-3.42177, -1.02472, 1.69924)  -0.23
C (-4.30352, -2.01451, 2.09316)  -0.16
C (-5.51111, -1.68558, 2.60102)  -0.27
C (-5.86739, -0.32443, 2.62550)  0.03
N (-5.00654, 0.64809, 2.27787)  -0.41
H (-1.22127, 4.45889, 2.77236)  0.22
H (-0.40962, 4.69768, 1.09968)  0.22
H (0.24296, 3.37930, 2.29872)  0.23
H (-1.04041, 2.92804, -0.65914)  0.27
H (-2.89105, 0.88912, -0.69206)  0.24
H (-2.49080, -1.17928, 1.12363)  0.26
H (-3.91199, -2.97411, 1.88356)  0.24
H (-6.21929, -2.50265, 2.83400)  0.21
H (-6.88417, -0.09395, 2.85834)  0.18

---

4.
DFT (wB97M-V/def2-TZVPD) results for one molecule with the formula C3H5NOS at a distorted geometry.

Multiplicity   1
HOMO level   -9.1 eV
LUMO energy   0.73 eV
Gap between HOMO and LUMO   9.9 eV
SMILES string   C/C=N/SC=O

Last column: natural (NBO) charge in e.
Cartesian coordinates (Å):
C (-2.35557, 1.24456, -0.59616)  -0.67
C (-1.15253, 0.67802, -0.00861)  0.18
C (1.04180, -1.44488, 0.49410)  0.19
H (-2.22501, 1.70178, -1.58302)  0.24
H (-2.76768, 1.98877, 0.03978)  0.23
H (-3.08109, 0.51289, -0.63708)  0.23
H (-1.26547, 0.04397, 0.89453)  0.17
H (1.88355, -2.00955, 0.95299)  0.15
N (-0.00352, 0.95146, -0.48564)  -0.59
O (0.02657, -1.97921, 0.13776)  -0.55
S (1.37910, 0.25434, 0.20589)  0.41

---

What is the formula in the first record? C9H13NO

---

What is the gap between HOMO and LUMO in the fourth record? 9.9 eV